Formula: C5H10N
Source: the Open Molecules 2025 dataset
Level of theory: ωB97M-V with the def2-TZVPD basis set

HOMO-LUMO gap = 6.604 eV
Relative energy (zero: lowest compared OMol25 entry of this formula, charge and spin) = 144.79 kcal/mol
Largest force on an atom = 3.88 eV/A
Calculated total energy = -6823.9231 eV
E_LUMO = -7.0784 eV

Structure (ORCA input):
```
! RIJCOSX wB97M-V def2-TZVPD def2/J DEFGRID3
* xyz 1 1
C 2.47 -0.69 -0.05
C -0.71 2.13 -0.55
C 1.92 0.13 0.74
C -0.91 -1.11 0.73
C -1.23 -0.27 -0.59
N -0.48 0.91 -0.51
H 3.27 -1.31 -0.01
H 2.09 -0.69 -1.17
H -1.76 2.43 -0.89
H 0.18 2.67 -0.44
H 1.14 0.71 1.20
H 0.06 -1.37 0.96
H -1.34 -0.58 1.54
H -1.52 -2.01 0.88
H -2.33 0.05 -0.60
H -0.83 -0.99 -1.24
*
```

Formula: C5H10N2
Source: the Open Molecules 2025 dataset
Level of theory: ωB97M-V with the def2-TZVPD basis set

HOMO-LUMO gap (spin up / spin down) = 7.463 / 7.463 eV
Relative energy (zero: lowest compared OMol25 entry of this formula, charge and spin) = 100.33 kcal/mol
Largest force on an atom = 1.82 eV/A
Calculated total energy = -8322.9826 eV
E_LUMO (spin up / spin down) = 1.0134 / 1.0133 eV

Structure (ORCA input):
```
! RIJCOSX wB97M-V def2-TZVPD def2/J DEFGRID3
* xyz 0 1
C -0.51 1.17 1.66
C 1.40 -0.01 -1.94
C 0.61 0.14 -0.66
C 0.33 -0.98 0.10
N -1.69 0.53 1.85
C -0.31 -2.12 -0.04
N 0.23 1.33 -0.21
H 0.57 2.10 -0.77
H -1.60 -0.48 1.95
H -2.42 0.78 1.21
H -0.59 2.25 1.66
H 0.34 0.74 2.17
H 0.82 -0.58 -2.67
H 2.32 -0.58 -1.75
H 1.69 0.95 -2.37
H -0.56 -2.55 -1.01
H -0.63 -2.70 0.82
*
```

Formula: C5H10N2
Source: the Open Molecules 2025 dataset
Level of theory: ωB97M-V with the def2-TZVPD basis set

HOMO-LUMO gap = 8.190 eV
Relative energy (zero: lowest compared OMol25 entry of this formula, charge and spin) = 96.78 kcal/mol
Largest force on an atom = 1.36 eV/A
Calculated total energy = -8323.1366 eV
E_LUMO = 0.9725 eV

Structure (ORCA input):
```
! RIJCOSX wB97M-V def2-TZVPD def2/J DEFGRID3
* xyz 0 1
C -0.86 -0.61 0.41
C 0.23 0.35 0.92
C 1.09 2.06 -0.87
C -0.80 -2.06 0.84
N 0.55 0.79 -0.45
C -0.41 -0.38 -1.08
N 0.92 -0.41 -1.28
H -1.85 -0.18 0.58
H -0.13 1.17 1.53
H 1.09 -0.14 1.39
H -1.16 -0.40 -1.88
H 0.55 2.86 -0.37
H 2.16 2.12 -0.63
H 0.97 2.14 -1.95
H 0.18 -2.48 0.61
H -0.98 -2.17 1.91
H -1.55 -2.66 0.31
*
```

Formula: C5H10N2
Source: the Open Molecules 2025 dataset
Level of theory: ωB97M-V with the def2-TZVPD basis set

HOMO-LUMO gap (spin up / spin down) = 7.258 / 7.262 eV
Relative energy (zero: lowest compared OMol25 entry of this formula, charge and spin) = 109.37 kcal/mol
Largest force on an atom = 0.98 eV/A
Calculated total energy = -8322.5905 eV
E_LUMO (spin up / spin down) = -0.3521 / -0.3512 eV

Structure (ORCA input):
```
! RIJCOSX wB97M-V def2-TZVPD def2/J DEFGRID3
* xyz 0 1
C -1.41 -0.96 -0.51
C -0.40 -1.27 0.42
C 0.30 -2.34 0.77
H 0.08 -0.26 0.89
H -2.42 -0.81 -0.16
H -1.17 0.80 -0.50
H -1.30 -1.28 -1.54
H 1.18 -2.25 1.40
H 0.01 -3.33 0.47
C 0.37 1.34 0.75
C 1.63 1.29 -1.20
N 1.57 1.19 0.07
N -0.77 1.67 0.11
H -1.51 1.94 0.75
H 0.48 1.57 1.80
H 0.81 1.64 -1.82
H 2.57 1.06 -1.69
*
```

Formula: C5H10N2
Source: the Open Molecules 2025 dataset
Level of theory: ωB97M-V with the def2-TZVPD basis set

HOMO-LUMO gap = 10.273 eV
Relative energy (zero: lowest compared OMol25 entry of this formula, charge and spin) = 57.97 kcal/mol
Largest force on an atom = 1.44 eV/A
Calculated total energy = -8324.8196 eV
E_LUMO = 1.1466 eV
SMILES = C[C@H]1N[C@H]1[C@H]1CN1

Structure (ORCA input):
```
! RIJCOSX wB97M-V def2-TZVPD def2/J DEFGRID3
* xyz 0 1
C 0.15 1.84 -1.04
C -0.23 0.40 -1.38
N 0.66 -0.76 -1.24
C -0.61 -0.73 -0.51
C -0.72 -0.65 0.98
C 0.24 -1.40 1.83
N 0.23 0.07 1.82
H 0.08 2.17 -2.06
H 1.16 2.07 -0.69
H -0.57 2.39 -0.42
H -0.70 0.39 -2.35
H 1.46 -0.53 -0.65
H -1.37 -1.36 -0.96
H -1.75 -0.55 1.32
H -0.10 -1.86 2.75
H 1.04 -1.92 1.31
H 1.01 0.43 1.27
*
```

Formula: C5H10N2
Source: the Open Molecules 2025 dataset
Level of theory: ωB97M-V with the def2-TZVPD basis set

HOMO-LUMO gap = 9.476 eV
Relative energy (zero: lowest compared OMol25 entry of this formula, charge and spin) = 124.62 kcal/mol
Largest force on an atom = 6.66 eV/A
Calculated total energy = -8321.9293 eV
E_LUMO = 0.8660 eV
SMILES = C/C=N\N1CCC1

Structure (ORCA input):
```
! RIJCOSX wB97M-V def2-TZVPD def2/J DEFGRID3
* xyz 0 1
C 2.11 0.78 0.31
C 1.87 -0.58 -0.15
N 0.66 -1.04 -0.39
N -0.22 -0.33 0.41
C -0.60 1.01 -0.22
C -2.05 0.53 -0.29
C -1.64 -0.83 0.32
H 3.10 0.78 0.37
H 1.47 0.70 1.27
H 1.75 1.44 -0.44
H 2.51 -1.15 -0.91
H -0.51 2.12 0.25
H 0.00 1.25 -1.08
H -2.47 1.08 0.65
H -3.04 0.59 -0.95
H -1.78 -1.48 -0.46
H -2.25 -1.22 1.31
*
```

Formula: C5H10N2
Source: the Open Molecules 2025 dataset
Level of theory: ωB97M-V with the def2-TZVPD basis set

HOMO-LUMO gap = 7.547 eV
Relative energy (zero: lowest compared OMol25 entry of this formula, charge and spin) = 71.07 kcal/mol
Largest force on an atom = 0.38 eV/A
Calculated total energy = -8324.2513 eV
E_LUMO = 0.9352 eV

Structure (ORCA input):
```
! RIJCOSX wB97M-V def2-TZVPD def2/J DEFGRID3
* xyz 0 1
C -2.50 -0.61 -0.55
C -1.51 0.13 -1.36
N -0.23 0.06 -1.02
C 0.35 -0.71 -0.08
C 1.67 -0.40 0.48
C 2.19 0.99 0.49
N 1.76 0.37 1.73
H -2.29 -0.43 0.52
H -2.44 -1.71 -0.68
H -3.52 -0.29 -0.76
H -1.76 0.77 -2.19
H 0.40 0.69 -1.50
H -0.26 -1.51 0.34
H 2.42 -1.20 0.46
H 3.26 1.17 0.41
H 1.57 1.78 0.07
H 0.82 0.69 1.96
*
```

Formula: C5H10N2
Source: the Open Molecules 2025 dataset
Level of theory: ωB97M-V with the def2-TZVPD basis set

HOMO-LUMO gap = 9.131 eV
Relative energy (zero: lowest compared OMol25 entry of this formula, charge and spin) = 100.93 kcal/mol
Largest force on an atom = 1.08 eV/A
Calculated total energy = -8322.9566 eV
E_LUMO = 0.7546 eV

Structure (ORCA input):
```
! RIJCOSX wB97M-V def2-TZVPD def2/J DEFGRID3
* xyz 0 1
C -1.26 1.22 0.05
C 0.04 0.93 0.54
N 0.31 0.81 1.84
N 2.21 -0.16 0.23
C 0.98 0.30 -0.40
H 1.13 0.26 2.08
H -0.39 0.99 2.54
H 2.49 -1.06 -0.14
H 2.97 0.50 0.09
H 1.10 0.91 -1.30
H -1.55 0.01 -0.46
H -1.27 1.82 -0.86
H -1.98 1.61 0.76
C -1.43 -1.44 -1.05
C -1.72 -2.56 -1.41
H -1.94 -3.54 -1.77
H 0.33 -0.59 -0.74
*
```